[1]
This record from the Open Molecules 2025 dataset describes an isolated ion of composition C4H10N2P and charge +1 at a distorted geometry. The level of theory is ωB97M-V/def2-TZVPD.

## Properties
E_HOMO = -14.10 eV
orbital gap = 10.85 eV
SMILES = NP[NH+]1CC=CC1
relative energy (zero: lowest compared OMol25 entry of this formula, charge and spin) = 0.6714 eV

```
! RIJCOSX wB97M-V def2-TZVPD def2/J DEFGRID3
* xyz 1 1
N -2.610 0.467 0.216
P -1.808 -0.773 -0.480
N -0.236 -0.339 0.487
C 0.402 1.055 0.020
C 1.707 0.606 -0.465
C 1.961 -0.662 -0.420
C 0.854 -1.317 0.387
H -2.241 1.411 0.101
H -3.605 0.531 0.324
H -1.061 -0.357 -1.572
H -0.652 -0.299 1.365
H 0.486 1.720 0.970
H 0.006 1.735 -0.660
H 2.374 1.337 -0.936
H 2.826 -1.334 -0.673
H 0.555 -2.254 -0.082
H 1.042 -1.527 1.420
*
```

=====

[2]
This record from the Open Molecules 2025 dataset describes a 2-piece molecular cluster, C4H10N2S overall at a distorted geometry. The level of theory is ωB97M-V/def2-TZVPD.

## Properties
E_HOMO = -8.26 eV
orbital gap = 9.08 eV
relative energy (zero: lowest compared OMol25 entry of this formula, charge and spin) = 5.1988 eV

```
! RIJCOSX wB97M-V def2-TZVPD def2/J DEFGRID3
* xyz 0 1
C -0.299 -2.198 -3.112
C 0.318 -2.528 -2.119
C -0.271 0.937 2.119
C -0.530 -0.171 1.118
N 1.994 0.529 0.384
N -0.097 1.030 -1.164
S 0.797 -0.199 -0.235
H -1.068 -2.067 -3.706
H 0.395 1.110 -2.018
H 1.086 -2.687 -1.430
H -0.551 1.907 1.624
H -1.048 0.645 2.793
H 0.582 0.927 2.702
H -1.478 -0.142 0.713
H -0.566 -1.195 1.669
H 2.779 0.517 -0.296
H -1.005 0.764 -1.230
*
```

=====

[3]
This record from the Open Molecules 2025 dataset describes one molecule with the formula C4H10N2S at a distorted geometry. The level of theory is ωB97M-V/def2-TZVPD.

## Properties
E_HOMO = -8.46 eV
orbital gap = 9.49 eV
SMILES = CN1NCC[C@H]1S
relative energy (zero: lowest compared OMol25 entry of this formula, charge and spin) = 2.4343 eV

```
! RIJCOSX wB97M-V def2-TZVPD def2/J DEFGRID3
* xyz 0 1
C -0.269 -2.087 0.021
N 0.185 -0.861 0.723
N -1.016 -0.293 1.216
C -1.179 0.961 0.464
C 0.313 1.439 0.198
C 0.896 0.092 -0.173
S 2.760 0.064 0.097
H -0.412 -1.898 -1.049
H 0.559 -2.791 0.062
H -1.114 -2.449 0.476
H -1.009 -0.199 2.215
H -1.744 1.807 1.019
H -1.592 0.921 -0.618
H 0.425 2.074 -0.676
H 0.698 1.531 1.192
H 0.624 -0.096 -1.323
H 2.790 -1.228 0.198
*
```